1.
DFT (ωB97M-V/def2-TZVPD) results for a cluster of 2 separate species, C3H7O3 in total.

Geometry as ORCA input:
```
! wB97M-V def2-TZVPD RIJCOSX def2/J DEFGRID3
* xyz -1 1
C -0.804 0.008 -1.847
O -0.095 -1.158 -1.514
H 0.054 -1.196 -0.521
H -1.445 -0.198 -2.710
H -0.125 0.859 -1.873
H -1.592 0.149 -1.086
C 0.825 0.716 1.065
C 0.175 -0.495 1.779
O -0.148 -1.498 1.082
O -0.030 -0.306 2.988
H 1.331 0.582 0.095
H 1.772 1.028 1.526
H 0.083 1.507 1.017
*
```

HOMO (eV): -4.46
HOMO-LUMO gap (eV): 8.5


2.
DFT (ωB97M-V/def2-TZVPD) results for a structure of composition C3H7O3P.

Geometry as ORCA input:
```
! wB97M-V def2-TZVPD RIJCOSX def2/J DEFGRID3
* xyz 0 1
C 1.491 -0.785 -0.239
C 0.448 -0.414 0.487
C -0.853 0.070 -0.053
O 0.365 -0.430 1.846
O -0.313 1.139 -1.422
O -1.674 -0.827 -0.631
P -1.754 1.099 1.183
H 2.411 -1.120 0.208
H 1.459 -0.682 -1.304
H 1.199 -0.720 2.239
H -1.109 1.214 -1.960
H -1.171 -1.471 -1.152
H -0.810 2.112 1.154
H -2.567 1.711 0.234
*
```

HOMO (eV): -9.28
HOMO-LUMO gap (eV): 9.9


3.
DFT (ωB97M-V/def2-TZVPD) results for a cluster of 2 separate species, C3H7O3S2 in total.

Geometry as ORCA input:
```
! wB97M-V def2-TZVPD RIJCOSX def2/J DEFGRID3
* xyz -1 1
C -0.620 0.781 0.819
C -0.143 1.472 -0.468
O -0.879 2.149 -1.177
O 1.132 1.344 -0.728
C -1.760 -0.224 0.550
S -1.350 -2.032 0.685
S -0.211 -2.727 -0.964
H 0.278 0.300 1.246
H -0.863 1.443 1.652
H -2.547 -0.126 1.301
H -2.226 0.094 -0.401
H 1.005 -2.170 -0.733
H 1.990 0.272 -0.796
H 3.317 -0.227 -0.068
O 2.878 -0.348 -0.918
*
```

HOMO (eV): -4.95
HOMO-LUMO gap (eV): 8.0


4.
DFT (ωB97M-V/def2-TZVPD) results for the ion C3H7O3S3 with charge -1.

Geometry as ORCA input:
```
! wB97M-V def2-TZVPD RIJCOSX def2/J DEFGRID3
* xyz -1 1
C 1.975 0.475 -1.022
C 0.512 0.784 -0.491
C 0.232 -0.164 0.661
O -2.287 -1.370 0.434
O -2.241 1.058 0.753
O -1.748 -0.382 2.605
S -0.827 0.611 -1.732
S 0.537 -1.843 0.178
S -1.778 -0.254 1.150
H 2.001 -0.595 -1.318
H 2.241 1.192 -1.874
H 2.435 0.569 -0.002
H 0.674 1.783 -0.117
H 0.763 -0.116 1.666
H -1.809 0.586 -0.810
H -0.680 -2.332 -0.083
*
```

HOMO (eV): -4.91
HOMO-LUMO gap (eV): 8.2
SMILES: C[C@@H](S)[C@H](S)S(=O)(=O)[O-]


5.
DFT (ωB97M-V/def2-TZVPD) results for the ion C3H7O3S5 with charge -1.

Geometry as ORCA input:
```
! wB97M-V def2-TZVPD RIJCOSX def2/J DEFGRID3
* xyz -1 1
C 1.590 0.514 -0.508
C 0.911 -0.489 0.453
C -0.581 -0.715 0.124
O -1.005 1.624 1.240
O -2.925 0.541 0.103
O -1.061 1.420 -1.216
S 2.063 1.896 0.557
S 1.651 -2.153 0.559
S -1.455 -1.769 1.290
S -0.748 -1.375 -1.546
S -1.530 0.904 0.079
H 0.766 0.712 -1.314
H 2.375 -0.016 -0.898
H 0.823 -0.176 1.418
H 0.909 2.645 0.330
H 2.134 -2.138 -0.718
H -2.093 -0.773 1.936
H -1.821 -0.650 -1.889
*
```

HOMO (eV): -5.23
HOMO-LUMO gap (eV): 8.1
SMILES: O=S(=O)([O-])C(S)(S)[C@@H](S)CS


6.
DFT (ωB97M-V/def2-TZVPD) results for a structure of composition C3H7O3Sn.

Geometry as ORCA input:
```
! wB97M-V def2-TZVPD RIJCOSX def2/J DEFGRID3
* xyz 0 2
C 0.475 -2.354 -0.613
O -0.810 -1.881 -0.775
H 0.545 -3.345 -0.128
H 1.026 -2.391 -1.572
H 1.156 -1.403 0.053
O -2.035 1.463 -0.577
C -0.971 1.907 0.109
O -0.306 0.680 0.603
C 1.025 0.664 0.946
Sn -1.662 -0.380 -0.440
H -1.215 2.470 1.031
H -0.226 2.465 -0.492
H 1.746 0.707 0.128
H 1.252 1.396 1.726
*
```

HOMO (spin up / spin down) (eV): -6.82 / -6.81
HOMO-LUMO gap (spin up / spin down) (eV): 7.3 / 5.6


7.
DFT (ωB97M-V/def2-TZVPD) results for a structure of composition C3H7O3Sn.

Geometry as ORCA input:
```
! wB97M-V def2-TZVPD RIJCOSX def2/J DEFGRID3
* xyz 0 2
O -1.647 -3.094 0.271
Sn -1.032 -1.420 0.807
O -0.485 -0.190 2.112
C -0.313 1.053 1.508
C 0.377 0.886 0.157
O -0.251 -0.186 -0.556
C 0.457 -0.626 -1.707
H 0.330 1.717 2.117
H -1.252 1.624 1.361
H 1.432 0.613 0.332
H 0.343 1.799 -0.456
H -0.194 -0.570 -2.591
H 1.324 0.024 -1.895
H 0.910 -1.630 -1.461
*
```

HOMO (spin up / spin down) (eV): -6.16 / -8.94
HOMO-LUMO gap (spin up / spin down) (eV): 6.4 / 8.9


8.
DFT (ωB97M-V/def2-TZVPD) results for the ion C3H7O4PS with charge -2.

Geometry as ORCA input:
```
! wB97M-V def2-TZVPD RIJCOSX def2/J DEFGRID3
* xyz -2 1
C -1.188 -0.688 0.801
C -0.472 -0.226 -1.657
C -0.366 0.351 0.060
O 1.767 -1.067 1.180
O 1.174 1.301 1.946
O 2.346 0.916 -0.327
O 0.613 -1.085 -1.901
P 1.398 0.286 0.657
S -1.088 1.974 0.175
H -2.231 -0.671 0.463
H -1.169 -0.494 1.875
H -0.764 -1.678 0.619
H -0.415 0.679 -2.275
H -1.414 -0.750 -1.811
H 1.332 -0.713 -1.354
H 0.476 1.867 1.549
*
```

HOMO (eV): 0.27
HOMO-LUMO gap (eV): 5.8
SMILES: C[C@]([S-])(CO)[P@@](=O)([O-])O